{
  "formula": "C36H103N9O11",
  "method": "ωB97M-V/def2-TZVPD",
  "gap_ev": 8.78,
  "de_lowest_kcal_mol": 27.95,
  "homo_ev": -8.7322,
  "total_charge": 0,
  "smiles": "COC[C@H](C)N.COC[C@H](C)N.COC[C@H](C)N.COC[C@H](C)N.COC[C@H](C)N.COC[C@H](C)N.COC[C@H](C)N.COC[C@H](C)N.COC[C@H](C)N.O.O",
  "symbols": ["O", "H", "H", "O", "H", "H", "C", "C", "C", "O", "C", "N", "H", "H", "H", "H", "H", "H", "H", "H", "H", "H", "H", "C", "C", "C", "O", "C", "N", "H", "H", "H", "H", "H", "H", "H", "H", "H", "H", "H", "C", "C", "C", "O", "C", "N", "H", "H", "H", "H", "H", "H", "H", "H", "H", "H", "H", "C", "C", "C", "O", "C", "N", "H", "H", "H", "H", "H", "H", "H", "H", "H", "H", "H", "C", "C", "C", "O", "C", "N", "H", "H", "H", "H", "H", "H", "H", "H", "H", "H", "H", "C", "C", "C", "O", "C", "N", "H", "H", "H", "H", "H", "H", "H", "H", "H", "H", "H", "C", "C", "C", "O", "C", "N", "H", "H", "H", "H", "H", "H", "H", "H", "H", "H", "H", "C", "C", "C", "O", "C", "N", "H", "H", "H", "H", "H", "H", "H", "H", "H", "H", "H", "C", "C", "C", "O", "C", "N", "H", "H", "H", "H", "H", "H", "H", "H", "H", "H", "H"],
  "xyz": [[-1.045, 2.253, 1.560], [-0.881, 1.470, 1.040], [-0.416, 2.171, 2.327], [1.710, 2.522, 2.518], [1.289, 2.787, 1.687], [1.947, 3.410, 2.880], [-6.931, -0.828, 0.029], [-8.249, -0.403, 0.638], [-9.279, -1.429, 0.459], [-10.554, -0.917, 0.726], [-11.504, -1.921, 0.785], [-7.944, -0.205, 2.032], [-6.133, -0.125, 0.298], [-6.953, -0.967, -1.065], [-6.713, -1.803, 0.396], [-8.625, 0.513, 0.170], [-9.074, -2.312, 1.042], [-9.235, -1.794, -0.572], [-12.481, -1.475, 0.709], [-11.414, -2.559, 1.655], [-11.408, -2.668, -0.051], [-8.719, 0.202, 2.581], [-7.255, 0.549, 2.060], [4.920, -1.369, -0.667], [4.633, -1.727, 0.759], [5.865, -1.833, 1.649], [6.671, -2.846, 1.127], [7.869, -3.145, 1.871], [3.720, -0.729, 1.424], [4.012, -1.072, -1.208], [5.311, -2.304, -1.115], [5.554, -0.493, -0.761], [4.271, -2.739, 0.799], [5.439, -1.987, 2.634], [6.454, -0.860, 1.656], [7.627, -3.660, 2.830], [8.387, -2.222, 2.153], [8.509, -3.757, 1.269], [2.766, -0.634, 1.029], [4.148, 0.155, 1.655], [5.520, 2.589, -0.365], [4.136, 3.025, -0.719], [3.938, 3.165, -2.230], [4.637, 4.310, -2.731], [4.489, 4.548, -4.111], [3.080, 2.092, -0.239], [5.659, 2.760, 0.686], [6.277, 3.227, -0.802], [5.834, 1.555, -0.607], [3.988, 4.006, -0.254], [2.867, 3.211, -2.396], [4.451, 2.251, -2.768], [5.248, 3.974, -4.630], [4.595, 5.619, -4.419], [3.567, 4.125, -4.510], [2.999, 2.173, 0.796], [3.200, 1.097, -0.471], [-2.144, -5.621, 2.576], [-1.392, -4.655, 1.639], [0.125, -4.895, 1.577], [0.419, -6.142, 1.012], [1.772, -6.528, 1.090], [-1.971, -4.616, 0.333], [-2.061, -6.654, 2.243], [-3.171, -5.283, 2.592], [-1.742, -5.555, 3.604], [-1.464, -3.705, 2.107], [0.543, -4.817, 2.620], [0.533, -4.011, 1.071], [1.992, -7.031, 2.067], [2.403, -5.638, 1.072], [1.880, -7.259, 0.297], [-1.660, -3.765, -0.154], [-1.652, -5.422, -0.236], [2.055, -3.656, 5.008], [2.365, -2.516, 4.125], [1.168, -1.566, 4.018], [0.032, -2.214, 3.482], [-1.137, -1.506, 3.786], [3.476, -1.746, 4.577], [2.108, -3.240, 6.028], [2.725, -4.494, 4.815], [1.066, -3.914, 4.773], [2.430, -2.830, 3.056], [1.462, -0.737, 3.354], [0.884, -1.047, 4.982], [-1.049, -0.419, 3.668], [-1.424, -1.735, 4.773], [-1.829, -1.841, 3.023], [3.842, -1.191, 3.839], [3.218, -1.216, 5.403], [1.956, -1.649, -5.110], [2.907, -0.644, -4.370], [4.398, -0.652, -4.821], [5.138, 0.182, -3.937], [6.257, 0.770, -4.487], [2.358, 0.673, -4.649], [2.198, -1.702, -6.187], [0.909, -1.329, -4.988], [1.859, -2.665, -4.725], [2.929, -0.867, -3.329], [4.386, -0.195, -5.801], [4.944, -1.621, -4.860], [6.747, 0.095, -5.185], [6.947, 0.987, -3.670], [5.976, 1.698, -5.077], [2.160, 0.912, -5.603], [2.853, 1.466, -4.243], [-6.084, 4.459, 1.082], [-4.660, 3.917, 1.121], [-4.622, 2.370, 0.925], [-5.370, 1.681, 1.909], [-4.641, 1.658, 3.181], [-3.761, 4.687, 0.288], [-6.295, 4.526, 0.005], [-6.143, 5.435, 1.519], [-6.739, 3.743, 1.592], [-4.373, 4.107, 2.165], [-3.581, 2.161, 0.955], [-5.011, 2.188, -0.086], [-3.621, 1.422, 2.994], [-5.166, 0.854, 3.700], [-4.757, 2.619, 3.661], [-3.961, 4.648, -0.704], [-2.824, 4.261, 0.348], [-1.833, 2.819, -3.182], [-1.106, 4.104, -2.892], [0.031, 4.000, -1.940], [0.421, 5.357, -1.751], [1.513, 5.529, -0.908], [-0.778, 4.644, -4.250], [-1.093, 2.034, -3.491], [-2.639, 3.047, -3.901], [-2.416, 2.417, -2.353], [-1.823, 4.792, -2.429], [0.859, 3.359, -2.303], [-0.333, 3.638, -0.960], [2.467, 5.465, -1.433], [1.563, 4.757, -0.099], [1.451, 6.546, -0.507], [-0.324, 5.533, -3.969], [0.040, 4.141, -4.569], [0.745, -1.889, -1.362], [0.292, -0.434, -1.138], [-1.236, -0.424, -1.231], [-1.832, -1.227, -0.170], [-3.208, -0.951, -0.104], [0.786, -0.056, 0.208], [0.515, -2.306, -2.376], [0.313, -2.536, -0.618], [1.800, -1.973, -1.185], [0.689, 0.211, -1.877], [-1.635, -0.776, -2.182], [-1.518, 0.596, -1.115], [-3.658, -1.162, -1.082], [-3.356, 0.118, 0.103], [-3.669, -1.579, 0.649], [0.161, -0.416, 0.935], [0.928, 0.922, 0.408]],
  "forces_ev_per_angstrom": [[0.7, 0.5, 1.3], [0.0, -0.6, -0.3], [-0.9, 0.1, -0.9], [0.1, 1.4, 0.2], [0.0, -0.1, -0.2], [-0.1, -1.1, -0.1], [0.0, 0.3, -1.2], [0.6, 1.0, -0.1], [-0.5, -0.9, -1.1], [0.2, 0.5, 0.2], [-0.2, -1.3, -1.1], [-0.1, 1.3, 1.6], [-0.2, -0.3, -0.1], [-0.2, 0.4, 0.2], [0.5, -0.8, 0.6], [0.0, 0.1, -0.2], [0.2, -0.4, 0.8], [-0.2, 0.1, -0.4], [-0.4, 0.1, 0.2], [0.0, 0.1, 0.7], [0.0, 0.8, 0.2], [0.1, -0.6, -0.6], [0.2, -0.3, 0.2], [-0.2, -0.8, -0.7], [-0.4, 2.1, 1.0], [0.4, 1.5, -0.6], [1.0, -0.8, 0.4], [-1.4, 0.7, 0.9], [-0.3, -1.6, 0.0], [-0.1, -0.4, 0.2], [0.3, 0.9, -0.3], [0.6, -0.2, 0.0], [-1.0, -0.3, 0.1], [0.5, -0.5, 0.6], [-0.6, -0.7, 0.1], [0.1, 0.1, -0.6], [0.1, 0.0, -0.2], [0.2, -0.3, -0.4], [1.0, 0.0, 0.1], [0.1, 0.0, -0.4], [1.3, -0.2, 0.2], [-0.6, -1.0, -0.8], [2.0, -1.1, -1.0], [-0.6, 0.7, 0.8], [0.2, -0.4, -0.5], [-0.3, 0.7, 1.1], [0.1, -0.3, 0.8], [0.1, 0.3, -0.5], [-0.7, 0.4, 0.0], [-0.3, -0.1, -0.1], [-0.2, 0.1, -0.5], [-1.4, 1.2, 1.0], [0.5, 0.0, -0.3], [-0.2, -0.8, 0.8], [-0.5, 0.3, 0.2], [0.3, -0.4, -1.1], [0.4, 0.7, 0.1], [0.8, 0.4, 0.0], [1.0, -1.4, 0.8], [-0.2, 0.4, 2.0], [-0.4, 0.3, -0.3], [-0.5, -0.2, 1.2], [-0.2, 0.1, -1.6], [-0.2, 0.0, -0.1], [-0.4, -0.2, 0.0], [-0.1, 0.0, -0.5], [-0.2, 1.1, 0.2], [-0.3, -0.3, -0.6], [0.4, -0.3, -0.6], [-0.2, 0.2, -0.5], [0.3, -0.2, -0.6], [0.7, 0.2, -0.2], [-0.2, -0.5, 0.2], [-0.3, 0.7, 0.6], [0.9, 0.2, 0.7], [-1.4, 1.2, -1.6], [-0.3, 0.8, 0.4], [0.7, 0.2, 0.0], [0.1, 0.1, -1.7], [0.9, -0.7, 0.6], [0.0, -0.7, -0.1], [0.0, 0.0, 0.5], [-1.5, -0.9, 0.0], [0.8, 0.0, 0.7], [0.0, -0.1, 0.0], [0.4, -0.8, -0.4], [0.3, 0.1, 0.0], [-0.8, -0.2, 1.3], [-0.7, 0.0, 0.3], [0.1, 0.8, -0.4], [0.2, 0.1, -0.2], [0.0, 0.2, 0.0], [0.2, -0.4, -1.9], [0.0, -0.4, 0.2], [-1.3, -0.4, 0.8], [0.2, 0.9, -0.9], [-0.4, 1.0, 1.4], [-0.2, 0.0, 0.4], [0.4, 0.5, -0.2], [0.9, -0.1, 0.1], [-0.4, 0.2, 1.0], [0.2, 0.0, -0.6], [-0.7, 0.2, -0.1], [0.3, -0.2, -0.1], [0.0, 0.3, -0.2], [0.4, -0.7, 0.7], [0.0, -0.5, -0.5], [0.1, -0.5, 0.1], [0.6, -1.0, -1.2], [-0.7, -0.1, 1.5], [-0.9, 2.1, -0.4], [1.1, 0.1, 0.1], [-2.2, -0.4, -1.3], [1.2, -0.6, -0.1], [-0.7, 0.1, 0.2], [-0.1, 0.5, 0.2], [-0.1, 0.3, -0.2], [0.5, -0.2, -0.2], [1.1, -0.9, 0.1], [-0.1, -0.5, 0.2], [1.0, -0.2, 0.0], [0.4, 0.2, 0.5], [0.1, 0.1, 0.4], [-0.6, -0.1, -0.1], [-0.3, 0.4, 0.2], [-0.4, -1.0, 0.2], [-1.5, -0.4, -1.4], [0.2, 0.5, 0.6], [0.0, -0.4, -0.2], [0.7, 0.0, 0.7], [1.0, 1.5, 1.8], [-0.9, 0.5, -0.2], [0.8, -0.4, -0.3], [0.4, 0.0, 0.5], [0.1, 0.1, -0.2], [-0.3, 0.2, 0.1], [0.2, -0.3, -0.2], [0.1, -0.1, -0.3], [-0.3, 0.6, -0.3], [0.0, -0.3, 0.2], [-0.4, -0.1, -0.7], [0.1, -0.6, -0.3], [0.1, 0.1, -0.9], [-0.7, -2.2, 1.4], [0.1, -0.6, 0.9], [1.2, 0.6, -0.7], [-0.1, 0.3, -0.5], [-0.5, -0.3, 0.3], [0.1, 0.5, 0.8], [-0.5, -0.2, 0.3], [0.7, 0.0, -0.2], [0.5, 0.8, -0.8], [0.2, -0.1, -0.3], [-0.7, 1.0, 0.2], [-0.3, -0.1, 0.1], [-0.2, -0.2, 0.2], [0.0, 0.0, 0.2], [0.2, -0.2, -0.3], [0.1, 0.3, -0.7]],
  "lowdin_charge": [-0.064, -0.012, 0.047, -0.075, 0.002, 0.085, -0.060, -0.471, -0.255, -0.157, -0.139, 0.048, 0.058, 0.089, 0.073, 0.147, 0.129, 0.130, 0.083, 0.083, 0.099, 0.091, 0.045, -0.061, -0.404, -0.240, -0.186, -0.078, 0.055, 0.050, 0.097, 0.057, 0.127, 0.101, 0.145, 0.096, 0.082, 0.074, 0.040, 0.063, -0.062, -0.413, -0.199, -0.194, -0.108, 0.056, 0.070, 0.079, 0.071, 0.134, 0.080, 0.146, 0.063, 0.104, 0.076, 0.048, 0.056, -0.045, -0.449, -0.222, -0.186, -0.097, 0.051, 0.073, 0.067, 0.081, 0.087, 0.121, 0.108, 0.096, 0.079, 0.085, 0.057, 0.091, -0.056, -0.488, -0.221, -0.207, -0.101, 0.052, 0.096, 0.088, 0.045, 0.144, 0.109, 0.139, 0.085, 0.081, 0.077, 0.023, 0.080, -0.055, -0.387, -0.181, -0.236, -0.133, 0.039, 0.079, 0.070, 0.064, 0.095, 0.112, 0.138, 0.083, 0.093, 0.097, 0.072, 0.047, -0.050, -0.462, -0.224, -0.228, -0.031, 0.051, 0.082, 0.068, 0.080, 0.125, 0.066, 0.133, 0.067, 0.096, 0.081, 0.064, 0.065, -0.078, -0.455, -0.203, -0.186, -0.112, 0.050, 0.092, 0.087, 0.053, 0.137, 0.116, 0.123, 0.073, 0.084, 0.096, 0.075, 0.058, -0.042, -0.355, -0.175, -0.209, -0.101, 0.064, 0.095, 0.044, 0.050, 0.114, 0.133, 0.083, 0.096, 0.068, 0.093, 0.080, 0.030]
}

{
  "formula": "C4H8O3",
  "method": "ωB97M-V/def2-TZVPD",
  "gap_ev": 11.32,
  "de_lowest_kcal_mol": 19.09,
  "homo_ev": -10.5207,
  "total_charge": 0,
  "smiles": "COC(=O)[C@@H](C)O",
  "symbols": ["C", "O", "C", "O", "C", "C", "O", "H", "H", "H", "H", "H", "H", "H", "H"],
  "xyz": [[-0.774, 0.074, -2.272], [-0.745, 0.100, -0.852], [0.396, 0.462, -0.259], [1.419, 0.771, -0.827], [0.231, 0.307, 1.235], [0.102, -1.212, 1.442], [1.269, 0.920, 1.950], [-0.743, 1.096, -2.654], [-1.722, -0.402, -2.524], [0.066, -0.499, -2.669], [-0.710, 0.793, 1.519], [-0.816, -1.558, 0.956], [0.064, -1.475, 2.500], [0.941, -1.738, 0.971], [1.986, 1.124, 1.332]],
  "forces_ev_per_angstrom": [[0.0, 0.0, -0.3], [0.0, 0.1, 0.1], [0.2, 0.1, -0.1], [-0.5, 0.0, 0.2], [-0.2, -0.1, -0.1], [0.0, -0.1, 0.1], [0.2, -0.2, -0.1], [0.0, -0.1, -0.1], [0.2, 0.1, -0.1], [-0.1, 0.1, 0.0], [0.1, -0.1, 0.0], [0.2, 0.0, 0.2], [0.1, 0.1, 0.0], [0.0, 0.1, 0.2], [-0.1, -0.1, 0.0]],
  "lowdin_charge": [-0.036, -0.044, -0.476, 0.126, -0.350, -0.020, -0.004, 0.099, 0.096, 0.099, 0.156, 0.083, 0.085, 0.095, 0.094]
}